Entry 1:
Here is 11 unconnected molecules or ions with the total composition C26H72N2O11 at a distorted geometry from the Open Molecules 2025 dataset. Energies are from ωB97M-V/def2-TZVPD.

Gap between HOMO and LUMO   8.0 eV
SMILES   CC1(C)CCCC(C)(C)N1O.CC1(C)CCCC(C)(C)N1O.CCO.CCO.CCO.CCO.O.O.O.O.O
Energy   -53626.8426 eV

Each line ends with the Löwdin charge.
Atoms and positions in Å:
C1 2.30897 12.38324 -2.25594  -0.02
C2 3.59787 11.96744 -3.09562  -0.43
C3 4.51094 13.22870 -3.42103  -0.05
C4 4.54772 11.12492 -2.16233  -0.13
C5 4.10271 9.62495 -1.93919  -0.16
C6 4.04771 9.02713 -3.35691  -0.16
C7 3.10980 9.76110 -4.36369  -0.46
C8 3.41626 9.21309 -5.81083  -0.03
C9 1.72534 9.32108 -3.87427  -0.03
N1 3.38524 11.25056 -4.40622  -0.09
O1 2.65866 12.00083 -5.40674  -0.02
H1 2.54144 13.13508 -1.50175  0.08
H2 1.51785 12.71122 -2.93023  0.08
H3 1.84704 11.56132 -1.70898  0.06
H4 4.04817 13.87852 -4.16378  0.07
H5 4.84846 13.75651 -2.52907  0.08
H6 5.43927 13.04390 -3.96155  0.07
H7 5.55066 11.06425 -2.58488  0.10
H8 4.45609 11.69635 -1.23866  0.11
H9 4.76697 9.21165 -1.18022  0.10
H10 3.10322 9.53136 -1.51448  0.09
H11 3.78784 7.97447 -3.24523  0.12
H12 5.04207 9.03785 -3.80327  0.09
H13 2.71721 9.75270 -6.44977  0.06
H14 3.12067 8.18224 -6.00593  0.08
H15 4.43651 9.42448 -6.13098  0.07
H16 1.43207 9.69328 -2.89266  0.07
H17 1.55595 8.26716 -4.09488  0.09
H18 1.07263 9.80393 -4.60155  0.08
H19 3.40573 12.31522 -5.92117  0.09
C10 2.27418 2.78185 -6.90707  -0.03
C11 3.65288 3.46696 -7.32167  -0.38
C12 3.46372 4.60417 -8.37522  -0.04
C13 4.39345 4.15273 -6.01482  -0.08
C14 5.06826 3.07539 -5.10682  -0.19
C15 5.99353 2.17155 -5.88332  -0.16
C16 5.35155 1.47700 -7.09755  -0.47
C17 6.52978 0.88479 -7.86787  -0.06
C18 4.46500 0.24109 -6.58169  -0.01
N2 4.67218 2.48599 -7.92175  -0.14
O2 4.22523 1.83737 -9.02120  -0.03
H20 1.73515 2.18646 -7.64400  0.08
H21 2.40839 2.12702 -6.04610  0.05
H22 1.55361 3.46204 -6.45296  0.07
H23 2.88646 5.48295 -8.08779  0.08
H24 4.48817 4.89207 -8.61125  0.06
H25 2.94635 4.25369 -9.26830  0.08
H26 4.86287 5.04847 -6.42152  0.10
H27 3.46274 4.31390 -5.47086  0.09
H28 5.51547 3.58260 -4.25193  0.10
H29 4.26210 2.49643 -4.65626  0.09
H30 6.60403 1.46947 -5.31544  0.12
H31 6.67597 2.96855 -6.17858  0.11
H32 7.13525 0.12226 -7.37791  0.08
H33 7.34358 1.57786 -8.08114  0.07
H34 6.26496 0.45219 -8.83266  0.08
H35 3.90406 -0.20955 -7.40046  0.08
H36 3.89101 0.38317 -5.66603  0.06
H37 5.16885 -0.48461 -6.17418  0.07
H38 4.64395 2.44704 -9.63322  0.06
C19 4.85574 8.73434 -8.98201  -0.06
C20 6.08132 7.95022 -8.49864  -0.29
O3 6.14768 6.87533 -9.39805  -0.10
H39 4.95654 9.70292 -8.49232  0.07
H40 3.91513 8.38867 -8.55323  0.07
H41 4.89419 8.90900 -10.05724  0.06
H42 6.12656 7.57601 -7.47590  0.10
H43 6.97989 8.56455 -8.55584  0.10
H44 6.93376 6.34598 -9.24486  0.04
C21 8.39901 7.90353 -2.91003  -0.05
C22 7.92960 7.67844 -4.38196  -0.30
O4 8.66319 8.59219 -5.14683  -0.11
H45 7.77677 7.15031 -2.42673  0.07
H46 8.15377 8.92282 -2.61169  0.08
H47 9.34761 7.40063 -2.72201  0.08
H48 6.87785 7.85247 -4.60921  0.09
H49 8.15409 6.69524 -4.79548  0.11
H50 8.37039 9.45614 -4.84775  0.10
C23 1.35546 11.44288 -9.07350  -0.06
C24 1.60613 10.63837 -10.43939  -0.30
O5 2.40156 11.39030 -11.33483  -0.09
H51 0.81455 12.36677 -9.27833  0.06
H52 2.21987 11.70543 -8.46361  0.05
H53 0.70748 10.89241 -8.39146  0.06
H54 0.68463 10.42109 -10.97951  0.10
H55 1.96498 9.62972 -10.23461  0.09
H56 2.76778 10.68356 -11.87149  0.02
C25 11.35327 7.36383 -8.22901  -0.07
C26 9.82600 7.60402 -8.50596  -0.24
O6 9.08460 7.00176 -7.38230  -0.13
H57 11.51168 6.34622 -7.87197  0.07
H58 11.72079 7.99023 -7.41620  0.07
H59 11.90069 7.55605 -9.15176  0.07
H60 9.55144 7.01122 -9.37848  0.09
H61 9.51816 8.63954 -8.65105  0.11
H62 8.77841 7.66049 -6.75467  0.02
O7 6.77655 10.09525 -12.22918  -0.04
H63 7.72707 10.20808 -12.22529  0.04
H64 6.44733 10.81416 -11.68971  0.04
O8 5.05268 6.46838 -11.82836  -0.05
H65 5.62684 7.07787 -11.36457  0.01
H66 4.90996 5.75371 -11.20778  0.02
O9 8.14763 4.80443 -9.09117  -0.04
H67 8.19810 5.34002 -8.29944  0.02
H68 8.84450 4.15648 -8.98741  0.07
O10 3.73211 9.16466 -12.54829  -0.04
H69 4.51103 9.48404 -13.00383  0.03
H70 3.95923 8.27439 -12.27983  0.01
O11 6.17060 3.33795 -10.61033  -0.03
H71 6.86821 3.79536 -10.14092  0.00
H72 6.49564 3.26055 -11.50732  0.06

Entry 2:
Here is 9 unconnected molecules or ions with the total composition C26H72N2O12 at a distorted geometry from the Open Molecules 2025 dataset. Energies are from ωB97M-V/def2-TZVPD.

Gap between HOMO and LUMO   9.6 eV
SMILES   COC[C@H](C)N.COC[C@H](C)N.CC(C)O.CC(C)O.CC(C)O.CC(C)O.OCCO.OCCO.OCCO
Energy   -55677.8374 eV

Each line ends with the Löwdin charge.
Atoms and positions in Å:
C1 -1.60579 -4.08633 -5.64568  -0.12
O1 -1.77134 -2.73078 -5.35338  -0.17
C2 -1.33690 -2.37709 -4.05905  -0.21
C3 -2.06217 -1.12340 -3.62689  -0.40
C4 -1.51229 0.11777 -4.29809  -0.04
N1 -1.92071 -0.98272 -2.14144  0.06
H1 -2.15984 -4.32657 -6.55148  0.09
H2 -1.98193 -4.72585 -4.83341  0.09
H3 -0.55259 -4.35451 -5.81283  0.09
H4 -1.51828 -3.18683 -3.33575  0.13
H5 -0.25382 -2.20430 -4.07613  0.12
H6 -3.11981 -1.24472 -3.88810  0.13
H7 -0.43165 0.18653 -4.14306  0.08
H8 -2.00048 1.01640 -3.91313  0.07
H9 -1.66478 0.09816 -5.37808  0.09
H10 -2.42833 -0.13213 -1.89544  0.04
H11 -2.49113 -1.74039 -1.77104  0.09
C5 -2.22639 2.35515 -1.09321  -0.13
O2 -3.32651 1.50742 -1.19594  -0.22
C6 -4.54300 2.22598 -1.22286  -0.21
C7 -5.71100 1.26745 -1.27433  -0.45
C8 -5.52466 0.19749 -2.31612  -0.06
N2 -6.92283 2.03946 -1.56933  0.04
H12 -2.32471 3.13929 -0.33264  0.08
H13 -1.94825 2.81962 -2.05024  0.09
H14 -1.33309 1.79674 -0.79429  0.08
H15 -4.61809 2.87899 -0.34122  0.13
H16 -4.57200 2.89125 -2.10224  0.14
H17 -5.75187 0.79010 -0.28184  0.14
H18 -4.71381 -0.48697 -2.06381  0.06
H19 -5.26788 0.62907 -3.28766  0.09
H20 -6.43437 -0.39348 -2.42896  0.08
H21 -7.73908 1.49080 -1.32551  0.07
H22 -6.96290 2.87103 -0.98837  0.07
C9 -0.48284 -2.02749 4.90839  -0.05
C10 -0.34554 -2.67951 3.55943  -0.48
C11 0.34684 -1.77803 2.53645  -0.05
O3 0.38758 -3.89966 3.74211  -0.05
H23 0.51944 -1.85353 5.31753  0.09
H24 -1.05379 -2.62493 5.61403  0.08
H25 -0.91100 -1.03077 4.79613  0.06
H26 -1.32909 -2.93848 3.14639  0.14
H27 -0.03930 -0.76325 2.63775  0.05
H28 0.11652 -2.11841 1.52414  0.08
H29 1.42836 -1.77700 2.67271  0.07
H30 0.52168 -4.28944 2.87189  0.08
C12 -1.09297 6.27871 0.49395  -0.06
C13 0.35205 6.12208 0.95279  -0.50
C14 0.74735 4.68437 1.17401  -0.06
O4 1.23090 6.74783 0.01728  -0.05
H31 -1.21130 5.97651 -0.55000  0.08
H32 -1.43750 7.31092 0.56796  0.08
H33 -1.77636 5.69871 1.12206  0.07
H34 0.46703 6.72232 1.85693  0.14
H35 0.75723 4.11753 0.23536  0.07
H36 0.08912 4.14688 1.85882  0.07
H37 1.76286 4.62716 1.57122  0.08
H38 1.27416 6.19841 -0.77212  0.08
C15 -2.28812 1.42864 2.60701  -0.05
C16 -2.75451 1.35844 4.03764  -0.50
C17 -3.72100 2.44839 4.45191  -0.06
O5 -3.33114 0.05220 4.18927  -0.06
H39 -1.42140 0.78004 2.47847  0.05
H40 -1.94442 2.42830 2.32704  0.07
H41 -3.06207 1.11922 1.90321  0.09
H42 -1.88100 1.40012 4.70395  0.13
H43 -4.64358 2.42076 3.86953  0.08
H44 -3.27084 3.43018 4.27882  0.08
H45 -3.95320 2.36635 5.51417  0.08
H46 -3.59031 -0.08750 5.10511  0.09
C18 1.45376 0.51176 -0.05220  -0.04
C19 1.44471 0.08137 -1.50996  -0.47
C20 2.87566 -0.07763 -1.99375  -0.04
O6 0.85088 -1.21417 -1.63847  -0.11
H47 2.03052 -0.22866 0.50624  0.08
H48 0.47085 0.54509 0.42167  0.06
H49 1.89651 1.51166 -0.02733  0.07
H50 0.89811 0.81491 -2.11590  0.13
H51 3.36661 -0.76765 -1.29753  0.08
H52 3.44408 0.85096 -2.01872  0.08
H53 2.91561 -0.55844 -2.97120  0.09
H54 -0.13299 -1.15100 -1.68768  0.05
O7 5.49775 -2.32336 1.88910  -0.07
C21 4.23990 -2.76976 2.38948  -0.26
C22 4.25151 -4.24252 2.68440  -0.25
O8 4.89475 -4.55043 3.91530  -0.06
H55 5.44833 -1.36224 1.81020  0.03
H56 4.03800 -2.25830 3.34325  0.12
H57 3.41948 -2.52951 1.70242  0.09
H58 4.71948 -4.80499 1.86898  0.12
H59 3.21324 -4.56255 2.77041  0.11
H60 5.84230 -4.44077 3.79339  0.08
O9 5.35240 0.47555 1.65955  -0.07
C23 5.69733 0.89436 0.33798  -0.21
C24 5.41037 2.36010 0.07774  -0.25
O10 6.25982 3.24095 0.79748  -0.05
H61 5.32362 1.22924 2.25447  0.09
H62 6.76121 0.72079 0.13300  0.13
H63 5.14308 0.24848 -0.34012  0.10
H64 4.36217 2.56549 0.35074  0.11
H65 5.51268 2.56940 -0.98434  0.12
H66 6.10396 3.14279 1.74078  0.08
O11 1.99665 -3.23360 -3.37722  -0.10
C25 1.82044 -4.44871 -2.64980  -0.23
C26 2.61029 -4.40968 -1.34256  -0.26
O12 2.06200 -3.51468 -0.42531  -0.07
H67 1.51699 -2.52392 -2.91958  0.02
H68 0.75648 -4.60108 -2.43188  0.11
H69 2.19938 -5.23499 -3.30336  0.12
H70 3.63926 -4.15637 -1.63341  0.12
H71 2.60848 -5.40870 -0.90126  0.12
H72 2.05682 -2.60782 -0.75487  0.04